This record from the Open Molecules 2025 dataset describes a structure of composition C44H50F6N3O5P2PrS4Si in a non-equilibrium geometry. The level of theory is ωB97M-V/def2-TZVPD.

Structure (XYZ):
```
116
Properties=species:S:1:pos:R:3:forces:R:3:mulliken_charge:R:1
Pr 0.185 -0.025 -1.027 -0.35 -2.91 0.91 -0.021
S 1.618 1.166 1.907 0.07 -0.21 -0.21 -0.650
P -0.216 1.870 1.581 -0.80 0.94 -0.40 1.837
C -1.428 1.056 0.661 0.68 -0.66 1.85 -0.884
P -2.389 -0.093 1.544 -0.44 0.96 -0.69 2.850
S -1.870 -1.881 2.216 0.04 -0.34 0.08 -0.636
C -3.843 -0.254 0.428 0.06 -0.16 0.11 -0.228
C -3.797 0.184 -0.887 0.25 0.10 -0.01 -0.064
C -4.935 0.156 -1.674 -0.20 0.02 -0.10 -0.511
C -6.129 -0.315 -1.152 -0.03 0.05 -0.16 -0.567
C -6.175 -0.775 0.155 -0.20 -0.10 0.05 -0.652
C -5.038 -0.749 0.939 0.09 -0.05 -0.05 -0.539
C -3.311 0.717 2.936 0.21 -0.18 0.01 -0.197
C -3.436 0.088 4.165 -0.14 -0.09 -0.16 -0.173
C -4.131 0.692 5.196 -0.18 -0.04 0.11 -0.599
C -4.702 1.939 5.008 -0.09 0.01 0.13 -0.493
C -4.572 2.576 3.784 -0.12 0.15 0.01 -0.710
C -3.882 1.968 2.753 0.00 -0.03 -0.05 -0.262
C -0.033 3.419 0.602 -0.02 -0.15 0.18 0.083
C -1.194 4.062 0.188 0.08 0.04 0.10 0.133
C -1.123 5.202 -0.589 -0.05 0.17 0.09 -0.727
C 0.112 5.674 -1.001 0.04 0.20 -0.03 -0.655
C 1.274 5.034 -0.600 0.00 0.21 0.12 -0.296
C 1.200 3.922 0.222 0.06 0.17 0.24 -1.053
C -0.726 2.556 3.210 -0.05 -0.22 -0.12 0.659
C -1.061 3.883 3.445 0.09 -0.08 -0.22 -0.516
C -1.462 4.285 4.705 -0.01 0.20 0.20 -0.886
C -1.539 3.370 5.740 0.00 0.03 0.08 -0.645
C -1.216 2.040 5.509 0.11 0.06 0.15 -0.589
C -0.810 1.640 4.252 0.22 0.07 -0.04 0.027
H -2.864 0.561 -1.292 -0.23 0.01 0.14 0.182
H -4.889 0.517 -2.693 0.01 -0.02 -0.07 0.446
H -7.023 -0.332 -1.763 -0.03 0.00 -0.03 0.325
H -7.106 -1.150 0.563 -0.04 -0.03 0.02 0.333
H -5.061 -1.107 1.960 -0.05 -0.03 0.06 0.346
H -2.964 -0.878 4.286 -0.01 -0.08 0.04 0.324
H -4.216 0.193 6.153 -0.01 -0.02 0.08 0.402
H -5.235 2.421 5.819 -0.02 0.03 0.02 0.357
H -5.007 3.556 3.638 -0.01 0.07 -0.01 0.406
H -3.760 2.458 1.797 -0.02 0.07 -0.09 0.060
H -2.148 3.648 0.485 -0.08 -0.06 -0.10 -0.033
H -2.031 5.707 -0.888 -0.03 -0.01 -0.11 0.358
H 0.169 6.540 -1.648 0.01 0.06 -0.06 0.330
H 2.236 5.391 -0.937 0.06 0.04 -0.03 0.345
H 2.096 3.412 0.554 0.00 -0.03 -0.04 0.302
H -1.011 4.602 2.640 0.01 0.05 0.01 0.264
H -1.722 5.323 4.876 -0.01 0.03 0.03 0.409
H -1.861 3.687 6.724 -0.03 0.01 0.06 0.364
H -1.293 1.315 6.308 -0.02 -0.04 0.04 0.435
H -0.558 0.606 4.044 0.01 -0.06 0.12 0.097
F -1.426 3.011 -5.806 0.13 0.21 0.36 -0.263
C -1.649 2.068 -4.880 0.09 -0.16 -0.17 0.512
F -2.956 1.800 -4.912 -0.07 0.05 0.39 -0.211
F -1.008 0.969 -5.271 -0.01 -0.04 0.14 -0.147
S -1.109 2.594 -3.140 -1.03 1.04 -1.85 1.539
O -0.980 1.345 -2.454 -1.00 -0.10 -0.53 -0.280
O -2.139 3.495 -2.755 -0.01 0.03 -0.01 -0.715
N 0.266 3.296 -3.436 -0.28 0.04 0.54 -0.621
S 1.573 2.659 -2.845 1.18 -0.16 -2.06 1.086
O 2.668 3.562 -2.943 -0.01 0.12 0.12 -0.744
O 1.388 1.897 -1.647 0.72 0.38 0.28 -0.263
C 1.913 1.342 -4.161 0.15 -0.17 -0.30 0.505
F 3.173 0.938 -4.290 -0.12 0.41 0.48 -0.296
F 1.154 0.275 -3.884 -0.02 -0.03 0.03 0.051
F 1.538 1.794 -5.369 0.06 0.23 0.12 -0.288
C 2.995 -1.650 3.242 -0.10 -0.02 -0.01 -1.498
C 2.408 -2.820 2.443 0.44 -0.28 0.50 2.204
C 1.621 -3.773 3.352 -0.01 0.13 -0.10 -1.750
C 3.510 -3.548 1.663 -0.09 0.08 0.03 -1.486
C 1.491 -2.260 1.475 -0.61 0.40 -0.90 -0.695
N 0.810 -1.798 0.678 0.48 -0.52 0.51 0.526
H 3.656 -2.021 4.023 0.07 -0.14 0.04 0.473
H 2.197 -1.063 3.687 -0.02 0.08 0.08 0.174
H 3.551 -0.989 2.581 0.06 0.07 -0.02 0.245
H 2.258 -4.140 4.156 0.10 -0.01 0.03 0.439
H 1.246 -4.619 2.781 -0.05 -0.10 -0.04 0.343
H 0.768 -3.247 3.774 -0.11 0.01 0.11 0.306
H 4.260 -3.938 2.349 0.04 -0.03 0.11 0.486
H 3.985 -2.853 0.972 0.08 -0.01 -0.10 0.201
H 3.086 -4.372 1.093 0.01 -0.09 -0.08 0.296
C -1.433 -4.025 -3.704 -0.05 0.50 0.59 -1.363
Si -1.803 -3.096 -2.053 -1.19 -2.36 -0.07 1.146
C -3.726 -3.097 -1.938 0.74 0.26 -0.10 -1.409
C -1.270 -4.275 -0.622 0.00 0.45 -0.42 -0.607
O -1.113 -1.687 -2.002 1.03 1.85 0.37 -1.010
H -1.972 -4.964 -3.788 -0.17 -0.21 0.13 0.407
H -0.374 -4.236 -3.807 0.35 -0.03 -0.03 0.278
H -1.731 -3.403 -4.542 -0.06 0.20 -0.25 0.311
H -4.139 -4.093 -2.080 0.08 -0.29 -0.05 0.481
H -4.184 -2.442 -2.674 -0.06 0.14 -0.16 0.332
H -4.038 -2.752 -0.958 -0.08 0.13 0.25 0.213
H -0.870 -5.225 -0.970 0.08 -0.17 -0.19 0.390
H -2.111 -4.482 0.032 -0.21 0.01 0.13 0.435
H -0.513 -3.786 -0.013 0.07 0.03 0.09 -0.382
C 3.532 -4.434 -3.957 -0.05 -0.10 0.07 -1.066
N 2.352 -3.863 -3.356 0.05 0.02 -0.04 0.334
C 2.221 -4.263 -1.972 -0.03 -0.12 -0.08 -1.158
C 2.217 -2.409 -3.495 -0.13 0.10 0.05 -1.397
C 3.137 -1.600 -2.596 -0.45 0.04 0.21 0.670
C 4.497 -1.575 -2.896 0.09 -0.04 -0.07 -0.209
C 5.407 -0.979 -2.041 0.21 -0.03 -0.11 -1.191
C 4.938 -0.400 -0.876 0.11 0.13 0.14 -0.707
C 3.574 -0.368 -0.623 -0.25 -0.22 0.14 -0.463
C 2.592 -0.948 -1.460 0.89 0.12 -0.34 1.850
H 3.392 -5.518 -4.016 0.10 -0.04 -0.03 0.313
H 4.463 -4.241 -3.396 -0.04 0.01 -0.01 0.354
H 3.653 -4.045 -4.968 0.03 -0.01 -0.07 0.325
H 2.114 -5.350 -1.922 -0.06 -0.05 0.05 0.482
H 1.332 -3.790 -1.560 -0.02 -0.04 0.18 -0.101
H 3.094 -3.968 -1.368 -0.05 0.02 0.04 0.455
H 1.170 -2.187 -3.235 0.28 0.08 -0.18 -0.691
H 2.388 -2.169 -4.552 -0.09 0.01 0.01 0.723
H 4.861 -2.002 -3.824 -0.03 -0.09 -0.07 0.497
H 6.464 -0.964 -2.286 0.00 0.00 0.00 0.269
H 5.637 0.057 -0.180 -0.03 0.02 0.02 0.398
H 3.253 0.113 0.299 0.05 0.08 -0.15 -0.131
```
Positions in Å, forces in eV/Å.

## Properties
Strongest force on any atom: 3.1 eV/Å
Highest occupied orbital energy (spin up / spin down): -0.07345 / -0.07402 Eh
Total charge: -2
Orbital gap (spin up / spin down): 6.2212 / 6.2368 eV
Multiplicity: 3



This record from the Open Molecules 2025 dataset describes a structure of composition C44H52F6N3O6SSeTe2Zr in a non-equilibrium geometry. The level of theory is ωB97M-V/def2-TZVPD.

Structure (XYZ):
```
116
Properties=species:S:1:pos:R:3:forces:R:3:mulliken_charge:R:1
Zr 0.015 1.193 0.469 -0.71 3.06 -1.34 0.011
C 1.907 -1.585 -2.265 -0.13 0.19 0.15 -1.896
C 0.644 -1.273 -1.460 0.25 -0.08 -0.20 2.957
C -0.341 -2.423 -1.535 -0.07 0.19 0.15 -1.699
O 0.077 -0.015 -1.882 -0.18 -0.28 -0.04 0.349
C 1.048 -0.947 -0.021 0.13 -2.52 -0.57 -0.310
O 0.706 -1.612 0.946 0.51 -0.14 -0.50 -0.382
O 1.692 0.182 0.070 0.94 -0.33 -0.26 -0.695
H 1.646 -1.824 -3.297 -0.03 -0.02 0.00 0.459
H 2.421 -2.432 -1.807 0.05 -0.06 -0.06 0.308
H 2.567 -0.722 -2.254 0.08 0.02 -0.01 0.316
H -0.607 -2.630 -2.573 0.01 0.05 -0.02 0.472
H -1.237 -2.174 -0.973 -0.04 -0.04 -0.05 0.159
H 0.110 -3.309 -1.088 0.00 -0.03 -0.01 0.367
H -0.792 -0.167 -2.347 0.14 0.21 0.13 -0.657
O -2.412 1.916 2.326 0.11 -0.04 0.58 -0.559
C -1.222 1.672 2.480 -1.63 0.58 1.69 0.081
Te 0.269 3.187 2.605 -0.03 0.22 0.43 -0.134
C -5.201 -1.949 -8.381 0.05 0.02 0.12 -1.491
C -4.669 -1.346 -7.107 -0.09 -0.04 -0.11 0.824
C -4.219 -0.034 -7.059 0.01 -0.02 0.01 -0.984
C -3.689 0.515 -5.897 -0.09 -0.12 -0.03 0.648
C -3.241 1.946 -5.885 0.01 -0.02 -0.06 -1.519
C -3.594 -0.274 -4.736 0.21 0.06 0.35 0.439
Se -2.827 0.480 -3.154 -0.14 0.07 -0.02 -0.577
C -4.091 -1.590 -4.759 -0.08 0.03 -0.21 0.767
C -4.090 -2.469 -3.539 -0.01 0.01 0.02 -1.243
C -4.614 -2.099 -5.943 0.04 0.05 0.04 -0.888
H -5.274 -1.197 -9.168 -0.02 0.00 -0.04 0.325
H -6.192 -2.381 -8.224 -0.03 -0.03 -0.07 0.332
H -4.542 -2.747 -8.733 -0.04 -0.03 -0.08 0.294
H -4.277 0.584 -7.951 0.00 -0.01 -0.03 0.199
H -3.432 2.429 -6.846 -0.02 -0.03 -0.05 0.371
H -2.176 2.011 -5.654 0.01 0.05 0.05 0.220
H -3.757 2.493 -5.095 0.05 0.04 0.03 0.274
H -3.914 -1.875 -2.646 0.03 0.00 0.03 -0.196
H -3.299 -3.221 -3.600 0.03 -0.02 0.04 0.272
H -5.046 -2.988 -3.440 0.00 -0.08 -0.05 0.412
H -4.986 -3.121 -5.953 -0.02 -0.02 -0.01 0.354
C -5.262 0.776 -0.259 -0.15 0.08 0.04 -1.224
N -3.941 1.317 -0.059 -0.14 0.16 0.09 0.676
C -3.556 2.549 -0.318 0.20 -0.42 -0.07 0.315
S -1.919 2.949 -0.407 -0.11 0.39 -0.52 -0.331
N -4.465 3.542 -0.566 0.00 0.04 -0.02 -0.152
C -5.655 3.724 0.253 -0.03 -0.22 0.00 -1.058
H -5.176 -0.299 -0.396 0.05 0.01 -0.06 0.281
H -5.707 1.206 -1.158 0.01 -0.08 -0.01 0.380
H -5.907 0.964 0.605 -0.03 -0.04 -0.05 0.350
H -3.175 0.668 0.100 -0.03 0.01 0.02 -0.431
H -3.962 4.394 -0.762 -0.05 0.01 0.02 0.360
H -6.480 3.114 -0.117 -0.06 0.10 0.07 0.282
H -5.948 4.770 0.202 -0.01 0.00 -0.01 0.382
H -5.466 3.463 1.298 0.00 0.03 -0.01 0.308
C 6.491 0.805 7.740 -0.13 0.01 -0.09 -1.584
C 5.525 0.608 6.600 0.01 -0.03 0.00 0.890
C 4.895 -0.603 6.375 0.09 0.17 0.00 -0.858
C 3.998 -0.775 5.321 -0.21 -0.20 -0.07 1.416
C 3.333 -2.118 5.186 0.06 0.10 -0.03 -1.779
C 3.719 0.282 4.445 -0.12 0.23 -0.18 -0.504
Te 2.319 0.110 2.754 1.92 -0.94 1.91 0.962
N -0.669 0.428 2.418 0.09 -0.28 -0.42 0.058
C -1.428 -0.479 1.668 -1.06 -0.40 0.97 0.642
O -1.515 -0.118 0.388 -1.01 -0.99 -0.06 0.712
C -1.992 -1.656 2.186 -0.02 0.05 -0.14 0.798
C -1.822 -2.004 3.551 0.05 0.16 -0.01 -0.689
C -2.277 -3.211 4.026 -0.02 -0.12 0.03 -0.646
C -2.917 -4.122 3.181 -0.05 -0.07 -0.03 -0.577
C -3.155 -3.764 1.853 -0.02 -0.06 0.06 -0.890
C -2.729 -2.549 1.366 0.04 0.09 -0.14 -0.159
C 3.494 -1.516 1.919 -0.22 0.21 -0.18 0.112
C 3.026 -2.821 2.029 -0.05 0.01 0.07 -0.260
C 3.634 -3.870 1.356 0.06 -0.11 0.02 -0.860
C 4.722 -3.619 0.536 -0.01 0.01 0.00 -0.699
C 5.190 -2.321 0.406 0.06 -0.07 0.01 -0.880
C 4.592 -1.263 1.088 0.05 0.14 0.07 1.189
C 5.110 0.134 0.895 -0.06 -0.09 -0.04 -1.171
C 4.333 1.522 4.693 0.06 0.11 -0.12 1.374
C 4.047 2.728 3.843 0.02 0.01 0.01 -1.244
C 5.224 1.663 5.750 0.02 -0.10 0.09 -1.000
H 6.636 -0.121 8.296 0.04 0.00 0.01 0.346
H 6.110 1.563 8.428 0.07 0.00 0.06 0.326
H 7.458 1.149 7.367 0.04 -0.02 0.07 0.330
H 5.098 -1.438 7.040 -0.03 -0.03 -0.01 0.289
H 3.284 -2.620 6.154 -0.03 -0.01 0.00 0.486
H 3.888 -2.754 4.496 -0.04 -0.04 -0.01 0.293
H 2.328 -1.991 4.781 -0.02 -0.11 0.04 0.101
H -1.323 -1.293 4.196 0.07 -0.05 0.02 0.425
H -2.136 -3.471 5.069 0.06 0.05 0.02 0.397
H -3.230 -5.092 3.548 -0.03 0.02 0.04 0.367
H -3.676 -4.455 1.199 -0.03 0.06 -0.02 0.404
H -2.948 -2.256 0.346 0.07 -0.06 -0.04 0.325
H 2.149 -3.019 2.632 -0.05 0.02 -0.01 0.463
H 3.252 -4.878 1.464 -0.04 0.00 -0.01 0.420
H 5.196 -4.425 -0.012 0.01 -0.01 0.00 0.362
H 6.031 -2.119 -0.249 0.01 0.04 0.01 0.338
H 5.969 0.146 0.222 0.02 0.00 0.02 0.473
H 5.395 0.569 1.854 0.02 0.06 -0.02 0.152
H 4.318 0.749 0.468 0.04 0.14 0.01 0.083
H 4.345 2.560 2.807 -0.07 0.00 -0.05 0.210
H 4.582 3.598 4.224 0.01 0.04 0.00 0.357
H 2.979 2.951 3.839 0.01 0.03 -0.08 -0.086
H 5.697 2.625 5.923 -0.03 0.05 -0.04 0.307
C 0.495 2.929 -2.953 0.01 -0.02 0.25 -1.845
C 1.231 3.288 -1.658 0.41 0.32 0.08 1.158
O 0.735 2.748 -0.504 0.91 0.85 -1.62 -1.058
C 2.721 2.841 -1.737 0.35 -0.30 0.16 0.326
F 2.838 1.608 -2.258 -0.11 -0.03 -0.05 -0.284
F 3.273 2.794 -0.517 0.11 0.10 -0.14 -0.236
F 3.523 3.627 -2.497 -0.24 0.15 -0.01 -0.346
C 1.237 4.834 -1.493 0.06 0.38 0.02 0.381
F 0.033 5.308 -1.168 0.01 -0.16 0.02 -0.205
F 2.099 5.240 -0.542 -0.09 -0.05 0.04 -0.272
F 1.601 5.491 -2.627 -0.01 -0.17 0.02 -0.321
H 0.608 1.867 -3.144 -0.05 -0.04 0.00 0.139
H 0.882 3.501 -3.796 0.01 -0.01 0.02 0.485
H -0.567 3.131 -2.814 0.00 0.03 -0.06 0.438
```
Positions in Å, forces in eV/Å.

## Properties
Strongest force on any atom: 3.4 eV/Å
Energy relative to the best compared isomer or geometry (same formula, charge and spin): 38.2 kcal per mole
Highest occupied orbital energy (spin up / spin down): -0.03629 / -0.07570 Eh
Total charge: -2
Orbital gap (spin up / spin down): 4.7880 / 5.8601 eV
Multiplicity: 2



- Which of these has the lowest strongest force on any atom?
  C44H50F6N3O5P2PrS4Si



- Which of these has the lowest strongest force on any atom?
  C44H50F6N3O5P2PrS4Si